10
Properties=species:S:1:pos:R:3 method="wB97M-V/def2-TZVPD" lumo_ev=4.32 gap_ev=7.01 e_tot_ha=-532.73349 total_charge=-1 de_lowest_ev=1.025
H 2.593 -0.287 -1.514
H -1.005 -0.158 -1.036
H 0.067 -0.139 1.045
C -1.865 0.334 -0.603
H 0.081 1.547 1.305
H -1.028 0.588 2.306
H -2.732 0.524 -1.231
S 1.837 -0.871 -0.593
N -1.884 0.823 0.578
C -0.605 0.692 1.272